# 1
Formula: C5H8NO
Source: the Open Molecules 2025 dataset
Level of theory: the ωB97M-V functional and the def2-TZVPD basis

The net charge is -1. As for the HOMO-LUMO gap (spin up / spin down): 6.4052 / 5.9821 eV. The calculation puts the energy relative to the best compared isomer or geometry (same formula, charge and spin) at 474.3 kJ/mol. Its total energy is -8846.3203 eV. For the max |F|, the calculation gives 2.49 eV Å⁻¹.

CARTESIAN COORDINATES (ANGSTROEM)
C  -1.975  -1.706  -0.003
C  -1.117  -0.852  0.202
C  -0.388  1.069  -1.134
C  0.204  0.844  1.343
C  -0.359  0.282  0.096
N  1.713  -0.937  -0.625
O  2.398  -0.642  0.481
H  -2.413  -2.557  -0.365
H  -1.011  0.581  -1.801
H  -0.657  2.144  -0.868
H  0.529  0.986  -1.676
H  1.201  0.390  1.587
H  0.642  1.918  1.397
H  -0.531  0.455  2.135
H  1.763  -1.975  -0.772

# 2
Formula: C4H7N3O2
Source: the Open Molecules 2025 dataset
Level of theory: the ωB97M-V functional and the def2-TZVPD basis

As for the HOMO-LUMO gap (spin up / spin down): 6.7202 / 6.6784 eV. The calculation puts the energy relative to the best compared isomer or geometry (same formula, charge and spin) at 512.7 kJ/mol. Its total energy is -12822.2157 eV. For the max |F|, the calculation gives 3.41 eV Å⁻¹.

CARTESIAN COORDINATES (ANGSTROEM)
C  1.218  0.130  -1.190
C  0.407  1.459  0.859
C  -1.137  -0.446  -0.205
C  0.578  -0.050  0.192
N  -1.620  -1.209  0.807
O  1.395  2.016  1.538
N  -0.790  1.635  0.683
N  -1.572  -0.270  -1.381
O  1.037  -0.836  1.056
H  2.078  1.333  1.668
H  -0.960  -1.506  1.513
H  -2.405  -1.815  0.634
H  -2.309  -0.922  -1.652
H  0.671  0.876  -1.758
H  2.258  0.432  -1.056
H  1.150  -0.825  -1.707

# 3
Formula: C2H4FPS
Source: the Open Molecules 2025 dataset
Level of theory: the ωB97M-V functional and the def2-TZVPD basis

As for the HOMO-LUMO gap: 8.7192 eV. As for the SMILES: CPC(F)=S. The calculation puts the energy relative to the best compared isomer or geometry (same formula, charge and spin) at 0.0 kJ/mol. Its total energy is -24978.9599 eV. For the max |F|, the calculation gives 3.64 eV Å⁻¹.

CARTESIAN COORDINATES (ANGSTROEM)
C  -1.400  0.233  0.107
P  0.050  -0.504  -0.908
C  1.623  0.188  -0.114
F  1.599  1.537  -0.115
S  2.864  -0.633  0.560
H  -1.657  -0.493  0.791
H  -2.164  0.313  -0.606
H  -1.037  1.090  0.525
H  0.124  -1.734  -0.239

# 4
Formula: C15H19N3O4S
Source: the Open Molecules 2025 dataset
Level of theory: the ωB97M-V functional and the def2-TZVPD basis

As for the HOMO-LUMO gap: 8.8112 eV. As for the SMILES: CCOCCc1nnc(NC(=O)c2ccc(OC)c(OC)c2)s1. The calculation puts the energy relative to the best compared isomer or geometry (same formula, charge and spin) at 233.7 kJ/mol. Its total energy is -39357.6769 eV. For the max |F|, the calculation gives 1.69 eV Å⁻¹.

CARTESIAN COORDINATES (ANGSTROEM)
C  -8.434  -2.244  -0.324
C  -7.013  -1.918  -0.751
O  -6.559  -0.814  -0.001
C  -5.248  -0.427  -0.321
C  -4.879  0.784  0.539
C  -3.488  1.221  0.284
N  -3.160  2.386  -0.144
N  -1.854  2.564  -0.311
C  -1.162  1.516  -0.009
N  0.198  1.464  -0.105
C  0.911  0.330  0.208
O  0.334  -0.676  0.576
C  2.375  0.418  0.057
C  3.089  1.599  -0.114
C  4.461  1.546  -0.237
C  5.170  0.345  -0.198
O  6.506  0.494  -0.344
C  7.392  -0.605  -0.314
C  4.451  -0.857  -0.013
O  5.147  -2.034  0.034
C  4.434  -3.230  0.242
C  3.075  -0.789  0.113
S  -2.106  0.152  0.534
H  -9.077  -1.386  -0.499
H  -8.455  -2.480  0.736
H  -8.807  -3.094  -0.888
H  -6.980  -1.679  -1.827
H  -6.352  -2.784  -0.580
H  -5.174  -0.166  -1.389
H  -4.546  -1.254  -0.124
H  -5.557  1.609  0.318
H  -4.999  0.506  1.589
H  0.650  2.298  -0.449
H  2.607  2.564  -0.131
H  5.037  2.449  -0.367
H  7.353  -1.129  0.642
H  8.383  -0.170  -0.451
H  7.189  -1.309  -1.122
H  3.902  -3.221  1.198
H  3.725  -3.424  -0.569
H  5.188  -4.015  0.257
H  2.488  -1.681  0.259

# 5
Formula: C3H4Cl4Si
Source: the Open Molecules 2025 dataset
Level of theory: the ωB97M-V functional and the def2-TZVPD basis

As for the HOMO-LUMO gap (spin up / spin down): 8.4769 / 8.4694 eV. The calculation puts the energy relative to the best compared isomer or geometry (same formula, charge and spin) at 329.1 kJ/mol. Its total energy is -61143.4017 eV. For the max |F|, the calculation gives 4.28 eV Å⁻¹.

CARTESIAN COORDINATES (ANGSTROEM)
C  0.892  -0.797  0.364
C  -0.066  -0.020  0.696
C  -1.911  -0.704  -0.732
Si  -3.317  0.402  0.027
Cl  -2.308  -2.369  -0.457
Cl  -3.318  -0.142  2.013
Cl  -4.925  -0.033  -1.032
Cl  -3.011  2.353  -0.220
H  1.885  -0.749  0.824
H  0.729  -1.577  -0.254
H  -0.284  0.874  1.241
H  -1.248  -0.843  -1.576

# 6
Formula: C37H34BN11O4PtS2
Source: the Open Molecules 2025 dataset
Level of theory: the ωB97M-V functional and the def2-TZVPD basis

The net charge is +3. As for the spin multiplicity: 2. As for the HOMO-LUMO gap (spin up / spin down): 3.1481 / 3.1488 eV. The calculation puts the energy relative to the best compared isomer or geometry (same formula, charge and spin) at 351.4 kJ/mol. Its total energy is -89066.2008 eV. For the max |F|, the calculation gives 3.57 eV Å⁻¹.

CARTESIAN COORDINATES (ANGSTROEM)
Pt  1.207  -0.207  -1.101
C  2.432  -3.540  -3.360
C  1.591  -2.906  -2.465
N  2.145  -1.753  -2.061
N  3.330  -1.620  -2.708
C  3.519  -2.697  -3.485
B  4.251  -0.407  -2.409
N  4.470  -0.404  -0.887
C  5.537  -0.736  -0.138
C  5.225  -0.505  1.191
C  3.910  -0.053  1.167
N  3.470  0.013  -0.095
N  3.446  0.867  -2.776
C  3.807  1.914  -3.533
C  2.738  2.788  -3.631
C  1.725  2.199  -2.893
N  2.172  1.043  -2.389
N  5.546  -0.410  -3.181
C  6.738  0.148  -2.865
C  7.576  0.002  -3.961
C  6.777  -0.639  -4.938
N  5.567  -0.846  -4.476
H  2.270  -4.484  -3.850
H  0.638  -3.247  -2.104
H  4.403  -2.805  -4.085
H  6.442  -1.123  -0.575
H  5.858  -0.637  2.051
H  3.306  0.271  1.993
H  4.790  1.990  -3.967
H  2.697  3.721  -4.167
H  0.724  2.547  -2.712
H  6.929  0.625  -1.918
H  8.587  0.357  -4.070
H  7.038  -0.905  -5.949
S  0.759  -0.108  1.607
C  -0.371  -1.342  2.022
N  -0.521  -1.674  3.278
C  -1.488  -2.723  3.603
C  -2.663  -2.637  2.654
N  -2.190  -2.690  1.267
C  -3.066  -3.326  0.276
C  -4.300  -2.483  0.008
C  -5.459  -2.678  0.754
C  -6.602  -1.948  0.466
C  -6.587  -1.005  -0.552
C  -5.432  -0.801  -1.297
C  -4.288  -1.528  -1.007
C  -1.146  -1.948  0.968
S  -0.681  -1.734  -0.668
C  0.255  -1.046  4.347
C  -0.184  0.386  4.593
C  -1.515  0.668  4.889
C  -1.909  1.970  5.147
C  -0.972  2.997  5.122
C  0.356  2.719  4.835
C  0.751  1.415  4.569
H  -1.836  -2.599  4.626
H  -0.992  -3.697  3.527
H  -3.211  -1.703  2.815
H  -3.341  -3.468  2.830
H  -3.361  -4.295  0.680
H  -2.506  -3.489  -0.642
H  -5.493  -3.427  1.537
H  -7.509  -2.127  1.028
H  -7.477  -0.427  -0.767
H  -5.428  -0.087  -2.109
H  -3.393  -1.375  -1.597
H  1.316  -1.063  4.088
H  0.118  -1.641  5.250
H  -2.246  -0.133  4.941
H  -2.944  2.183  5.378
H  -1.277  4.011  5.346
H  1.089  3.514  4.834
H  1.797  1.197  4.381
O  -0.910  1.009  1.263
C  -0.972  1.530  0.110
O  -0.092  1.397  -0.796
C  -2.150  2.391  -0.195
C  -3.163  2.543  0.754
C  -4.277  3.309  0.460
C  -4.395  3.925  -0.779
C  -3.373  3.766  -1.701
C  -2.252  3.009  -1.432
N  -3.466  4.427  -3.027
O  -2.545  4.232  -3.798
O  -4.448  5.100  -3.232
H  -3.064  2.062  1.718
H  -5.055  3.435  1.200
H  -5.261  4.520  -1.034
H  -1.489  2.924  -2.188

# 7
Formula: C4H6N2OS
Source: the Open Molecules 2025 dataset
Level of theory: the ωB97M-V functional and the def2-TZVPD basis

As for the HOMO-LUMO gap: 9.3284 eV. As for the SMILES: Cc1cc(S)n(O)n1. The calculation puts the energy relative to the best compared isomer or geometry (same formula, charge and spin) at 317.7 kJ/mol. Its total energy is -20106.0484 eV. For the max |F|, the calculation gives 0.62 eV Å⁻¹.

CARTESIAN COORDINATES (ANGSTROEM)
C  2.308  -0.361  0.000
C  0.830  -0.066  -0.003
C  -0.238  -0.980  -0.003
C  -1.382  -0.184  0.003
S  -3.109  -0.531  -0.003
N  -0.931  1.064  -0.002
O  -1.726  2.171  -0.002
N  0.386  1.192  -0.002
H  2.802  0.069  0.878
H  2.788  0.063  -0.878
H  2.469  -1.444  -0.021
H  -0.180  -2.068  0.011
H  -2.933  -1.840  0.014
H  -1.085  2.913  0.008

# 8
Formula: CH6N3O6P2
Source: the Open Molecules 2025 dataset
Level of theory: the ωB97M-V functional and the def2-TZVPD basis

The net charge is -1. As for the HOMO-LUMO gap: 9.2382 eV. The calculation puts the energy relative to the best compared isomer or geometry (same formula, charge and spin) at 0.0 kJ/mol. Its total energy is -36475.9238 eV. For the max |F|, the calculation gives 3.62 eV Å⁻¹.

CARTESIAN COORDINATES (ANGSTROEM)
C  -0.520  -0.557  -0.507
N  -1.653  -1.118  -1.115
N  -0.517  0.507  0.199
N  0.697  -1.086  -0.800
O  3.475  0.969  3.062
O  1.149  1.433  2.110
O  3.233  2.207  0.898
O  3.170  -0.576  -1.608
O  1.717  1.316  -1.054
O  2.528  -0.234  0.910
P  2.212  0.001  -0.675
P  2.667  1.162  1.874
H  -1.481  0.795  0.379
H  0.446  0.909  1.270
H  -1.316  -1.642  -1.955
H  0.798  -1.975  -1.226
H  -2.202  -0.272  -1.165
H  2.634  2.140  0.024

# 9
Formula: C12H7Cl2F9O2S
Source: the Open Molecules 2025 dataset
Level of theory: the ωB97M-V functional and the def2-TZVPD basis

As for the HOMO-LUMO gap: 7.6709 eV. As for the SMILES: O=C1C=C(S)C(=O)C(C(F)(F)C(F)(F)C(F)(F)C(F)(F)F)=C1.ClCCCl. The calculation puts the energy relative to the best compared isomer or geometry (same formula, charge and spin) at 0.0 kJ/mol. Its total energy is -76989.6525 eV. For the max |F|, the calculation gives 0.44 eV Å⁻¹.

CARTESIAN COORDINATES (ANGSTROEM)
O  2.340  -1.855  1.053
C  2.132  -0.667  1.043
C  3.018  0.306  0.397
C  2.552  1.524  0.080
S  3.513  2.696  -0.766
C  1.119  1.898  0.380
O  0.570  2.807  -0.184
C  0.430  1.068  1.420
C  -0.741  1.646  2.182
F  -0.426  2.916  2.540
F  -0.918  0.936  3.324
C  -2.156  1.742  1.521
F  -2.986  2.181  2.484
F  -2.139  2.648  0.536
C  -2.746  0.398  0.964
F  -4.065  0.368  1.191
F  -2.171  -0.638  1.616
C  -2.548  0.148  -0.556
F  -1.250  0.223  -0.875
F  -2.984  -1.077  -0.851
F  -3.226  1.027  -1.285
C  0.922  -0.125  1.729
H  4.033  -0.001  0.165
H  2.500  3.552  -0.945
H  0.456  -0.777  2.462
Cl  1.177  -0.879  -2.133
C  0.120  -2.312  -2.235
C  0.906  -3.563  -2.529
Cl  1.585  -3.555  -4.178
H  -0.628  -2.116  -2.998
H  -0.370  -2.412  -1.267
H  0.249  -4.429  -2.457
H  1.731  -3.679  -1.831

# 10
Formula: C5H10N2O
Source: the Open Molecules 2025 dataset
Level of theory: the ωB97M-V functional and the def2-TZVPD basis

As for the HOMO-LUMO gap: 7.6128 eV. The calculation puts the energy relative to the best compared isomer or geometry (same formula, charge and spin) at 493.6 kJ/mol. Its total energy is -10370.1898 eV. For the max |F|, the calculation gives 3.99 eV Å⁻¹.

CARTESIAN COORDINATES (ANGSTROEM)
C  -0.543  -1.554  -0.886
C  -1.590  0.621  -0.450
N  -0.591  -0.362  -0.061
C  0.201  -0.277  1.320
C  1.180  0.125  0.252
C  1.555  1.437  0.083
O  2.053  -0.889  -0.088
N  -0.163  0.177  2.412
H  2.753  -0.476  -0.619
H  -1.158  0.247  2.605
H  -0.230  -1.313  -1.907
H  -1.538  -1.999  -0.924
H  0.176  -2.257  -0.477
H  -1.654  1.411  0.295
H  -2.563  0.134  -0.537
H  -1.335  1.069  -1.417
H  0.840  2.227  0.234
H  2.607  1.680  0.167

# 11
Formula: C40H64O32S4
Source: the Open Molecules 2025 dataset
Level of theory: the ωB97M-V functional and the def2-TZVPD basis

As for the HOMO-LUMO gap: 9.2944 eV. As for the SMILES: O=S1(=O)OCCO1.O=S1(=O)OCCO1.O=S1(=O)OCCO1.O=S1(=O)OCCO1.O=C1CCCO1.O=C1CCCO1.O=C1CCCO1.O=C1CCCO1.O=C1CCCO1.O=C1CCCO1.O=C1CCCO1.O=C1CCCO1. The calculation puts the energy relative to the best compared isomer or geometry (same formula, charge and spin) at 453.2 kJ/mol. Its total energy is -151369.5233 eV. For the max |F|, the calculation gives 6.43 eV Å⁻¹.

CARTESIAN COORDINATES (ANGSTROEM)
O  0.322  2.069  0.641
S  0.287  0.621  0.824
O  0.978  0.070  1.983
O  -1.264  0.179  0.738
C  -1.660  -0.322  -0.541
C  -0.417  -0.218  -1.414
O  0.716  -0.200  -0.533
H  -2.128  -1.295  -0.394
H  -2.446  0.332  -0.917
H  -0.401  0.623  -2.107
H  -0.412  -1.104  -2.049
O  1.833  -5.317  0.551
S  1.764  -3.847  0.234
O  0.590  -3.171  0.709
O  3.178  -3.117  0.674
C  3.717  -2.337  -0.391
C  3.090  -2.864  -1.669
O  1.874  -3.493  -1.353
H  3.375  -1.314  -0.237
H  4.803  -2.275  -0.458
H  3.585  -3.652  -2.237
H  2.968  -2.025  -2.353
O  6.352  -0.150  -0.737
S  6.277  0.504  0.658
O  7.473  0.219  1.436
O  5.918  2.128  0.649
C  4.782  2.394  1.478
C  4.019  1.150  1.665
O  4.936  0.118  1.482
H  5.129  2.783  2.435
H  4.073  3.060  0.988
H  3.145  0.878  1.074
H  3.808  1.248  2.730
O  -4.660  -4.721  1.452
S  -3.321  -4.010  1.427
O  -3.277  -2.660  1.944
O  -2.216  -4.948  2.165
C  -1.902  -6.001  1.304
C  -2.043  -5.515  -0.191
O  -2.520  -4.137  -0.030
H  -0.860  -6.322  1.337
H  -2.495  -6.912  1.392
H  -2.967  -5.944  -0.580
H  -1.151  -5.734  -0.778
O  1.772  6.454  0.692
C  2.299  5.946  -0.242
C  1.856  4.759  -1.029
C  2.790  4.549  -2.128
C  3.924  5.574  -1.731
O  3.487  6.417  -0.743
H  1.783  3.871  -0.402
H  0.871  4.964  -1.448
H  3.248  3.561  -2.067
H  2.450  4.603  -3.162
H  4.891  5.165  -1.439
H  4.206  6.239  -2.548
O  -5.537  -2.662  -6.035
C  -4.559  -2.489  -5.340
C  -3.137  -2.921  -5.710
C  -2.335  -2.145  -4.642
C  -3.278  -1.887  -3.496
O  -4.596  -2.060  -4.127
H  -3.101  -3.992  -5.510
H  -2.850  -2.677  -6.733
H  -1.515  -2.811  -4.375
H  -2.021  -1.164  -4.998
H  -3.029  -2.589  -2.701
H  -3.044  -0.867  -3.192
O  4.453  0.121  5.705
C  4.134  -0.965  5.121
C  5.016  -2.091  4.535
C  4.042  -3.057  3.953
C  2.806  -2.284  3.824
O  2.889  -1.264  4.808
H  5.721  -1.727  3.788
H  5.676  -2.382  5.353
H  4.397  -3.370  2.971
H  3.924  -3.987  4.508
H  2.785  -1.927  2.795
H  1.995  -3.002  3.947
O  -4.624  -0.871  -1.170
C  -5.822  -0.955  -1.027
C  -6.874  -0.092  -1.653
C  -8.087  -0.542  -0.810
C  -7.826  -1.874  -0.116
O  -6.383  -1.917  -0.272
H  -6.656  0.955  -1.442
H  -6.922  -0.355  -2.710
H  -8.382  0.210  -0.078
H  -8.987  -0.607  -1.420
H  -8.038  -1.695  0.938
H  -8.309  -2.781  -0.480
O  0.785  -1.809  -4.684
C  0.924  -0.766  -5.174
C  1.744  -0.437  -6.310
C  1.299  0.959  -6.724
C  0.253  1.328  -5.833
O  0.161  0.307  -4.827
H  2.762  -0.270  -5.958
H  1.802  -1.116  -7.160
H  2.192  1.584  -6.744
H  0.965  0.762  -7.742
H  0.462  2.251  -5.291
H  -0.589  1.422  -6.519
O  -0.772  -3.090  6.518
C  -0.679  -2.101  5.718
C  -1.224  -1.945  4.341
C  -1.564  -0.503  4.187
C  -0.612  0.198  5.147
O  -0.186  -0.844  6.021
H  -0.709  -2.199  3.415
H  -2.059  -2.641  4.257
H  -1.387  -0.023  3.225
H  -2.642  -0.384  4.299
H  0.255  0.609  4.628
H  -1.183  0.934  5.713
O  2.609  5.663  6.058
C  2.590  4.628  5.381
C  2.155  4.422  3.895
C  1.670  3.061  3.873
C  2.657  2.451  4.883
O  2.773  3.434  5.843
H  1.382  5.078  3.495
H  3.069  4.783  3.423
H  0.612  3.075  4.136
H  1.760  2.609  2.885
H  2.338  1.471  5.236
H  3.690  2.169  4.679
O  -1.068  3.634  -3.476
C  -2.037  3.517  -2.682
C  -1.995  4.065  -1.256
C  -3.450  3.683  -0.884
C  -4.071  2.901  -1.961
O  -3.142  2.938  -3.060
H  -1.426  3.520  -0.503
H  -1.923  5.152  -1.221
H  -3.398  3.307  0.138
H  -3.998  4.592  -0.636
H  -4.239  1.924  -1.508
H  -4.913  3.549  -2.204